The following is a quantum chemistry calculation of a cluster of 4 separate species, C34H36IN4O14S in total in a non-equilibrium geometry, from OMol25.

Summary:
LUMO level = -4.0 eV
Energy = -3285.023093 hartree
Orbital gap = 7.11 eV
Net charge = +1

Geometry (Å):
C -0.5904 -0.4461 -5.9163
C 0.5273 0.6538 -6.3645
S -0.2392 2.3316 -6.1439
C 0.9928 3.5700 -5.5162
C 1.2176 3.5816 -3.9242
C 0.0529 2.9174 -3.0585
I 0.6372 0.8136 -2.7159
N -0.0057 3.5277 -1.6574
C 1.3103 3.9775 -1.2113
N 1.7126 3.5833 -0.0012
C 3.0033 3.9216 0.6602
C 3.7633 2.5578 1.0769
C 5.3415 2.9461 1.2211
C 6.0193 2.4268 -0.1504
O 6.2972 3.2312 -1.0634
O 6.2659 1.0210 -0.2280
N 2.1723 4.8711 -2.0133
C 1.4568 5.0749 -3.3131
C 2.4258 5.8859 -4.2830
C 3.7412 5.3178 -4.9050
C 4.6725 6.0612 -5.8724
N 4.3722 7.3818 -6.2894
C 3.2085 7.9495 -5.7212
C 2.1706 7.3685 -4.7469
H -1.3449 0.0396 -5.1878
H -1.1742 -0.8632 -6.8000
H -0.0921 -1.2866 -5.3004
H 1.5029 0.5187 -5.7810
H 0.7468 0.5165 -7.4905
H 2.0070 3.2889 -5.9866
H 0.7164 4.5880 -5.9633
H 2.1831 2.9949 -3.7045
H -0.9956 3.0288 -3.4845
H -0.2619 2.7128 -1.0605
H 1.0624 2.9846 0.5439
H 3.7017 4.5774 0.0460
H 2.7570 4.4967 1.6208
H 3.6094 1.7441 0.2733
H 3.3419 2.1508 2.0720
H 5.4896 4.0719 1.3266
H 5.8286 2.4209 2.1068
H 5.3973 0.6093 0.0113
H 3.0254 4.3037 -2.2185
H 0.4656 5.6300 -3.2269
H 4.0386 4.2459 -4.6108
H 5.6049 5.5198 -6.2674
H 2.9933 9.0339 -6.0496
H 1.2595 7.9587 -4.3683
C 2.9241 -2.1848 3.8196
C 3.7632 -1.8171 2.8486
C 3.2625 -1.2990 1.5432
O 4.0613 -0.9519 0.6832
C 1.8128 -1.2292 1.3407
C 0.9694 -1.5993 2.3093
C 1.4726 -2.0929 3.6285
O 0.6805 -2.4051 4.4978
O -0.3781 -1.5393 2.1273
O 5.1124 -1.8994 3.0126
H 3.2753 -2.5599 4.7718
H 1.4658 -0.8683 0.3826
H -0.7776 -1.8580 2.9670
H 5.4975 -1.5766 2.1751
C -3.9414 -2.0694 3.7905
C -3.0675 -2.7625 4.5205
C -3.5031 -3.5718 5.6926
O -2.6770 -4.2075 6.3246
C -4.9258 -3.5636 6.0418
C -5.8019 -2.8678 5.3141
C -5.3698 -2.0809 4.1257
O -6.1970 -1.4707 3.4710
O -7.1254 -2.8521 5.6317
O -1.7341 -2.7607 4.2235
H -3.6380 -1.4794 2.9354
H -5.2265 -4.1410 6.9057
H -7.5474 -2.2827 4.9590
H -1.3170 -3.3362 4.8951
C -5.5813 -7.7949 1.3166
C -5.1588 -6.5895 1.7021
C -5.5002 -6.0388 3.0448
O -5.0798 -4.9394 3.3705
C -6.3420 -6.8506 3.9276
C -6.7682 -8.0558 3.5412
C -6.4041 -8.6181 2.2093
O -6.7955 -9.7283 1.8974
O -7.5517 -8.8190 4.3482
O -4.3962 -5.8119 0.8837
H -5.3388 -8.2069 0.3461
H -6.5970 -6.4318 4.8919
H -7.7227 -9.6392 3.8446
H -4.2213 -4.9955 1.3908

Forces on the atoms, in the same order (eV/Å):
C 0.2 0.3 0.9
C 0.1 -1.1 -0.5
S 0.2 0.3 0.2
C 1.3 -0.6 -0.3
C -0.2 0.6 0.0
C 0.3 0.9 -0.2
I -0.5 0.5 -0.2
N 3.4 -0.2 0.1
C -0.2 -0.1 0.0
N -0.3 0.6 -1.0
C 0.7 -0.4 1.3
C 0.2 0.6 0.2
C -0.1 -1.1 -0.7
C 0.7 1.9 -1.1
O -0.9 -3.2 3.0
O -1.6 2.6 0.0
N -2.9 -2.7 1.0
C 1.1 -0.3 -2.5
C 2.7 3.1 -3.0
C -0.9 1.2 0.1
C -3.2 0.6 1.8
N -2.2 -2.3 2.8
C -0.9 -0.6 0.8
C 2.8 -3.2 -0.6
H 1.2 -0.7 -1.3
H 1.0 0.5 1.2
H -0.8 1.2 -1.3
H -1.5 0.3 -0.8
H -0.2 0.3 1.9
H -1.6 0.6 0.7
H 0.2 -1.5 0.9
H -1.4 0.9 -0.3
H 1.6 -0.6 0.3
H -0.2 1.2 -0.2
H 0.8 0.6 -0.6
H -1.3 -1.0 0.4
H 0.4 -0.7 -1.4
H 0.2 1.3 1.2
H 0.6 0.7 -1.6
H -0.2 -1.6 -0.3
H -0.7 0.6 -1.2
H 1.0 -0.2 0.1
H -0.4 0.9 0.3
H 1.5 -0.7 0.3
H -0.4 1.8 -0.6
H -1.6 1.1 0.6
H 0.5 -2.0 0.5
H 1.7 -0.9 -0.8
C -0.3 0.0 0.1
C 1.2 -0.3 0.6
C -0.7 0.1 -0.5
O 0.2 0.2 0.3
C 0.8 0.2 -0.2
C -1.7 0.3 -0.7
C 0.4 -0.3 0.8
O 0.7 0.2 -0.4
O 1.8 -0.1 0.7
O -1.2 0.4 -0.7
H 0.0 0.0 0.0
H 0.0 0.0 0.0
H -0.3 -0.1 0.0
H 0.1 -0.1 0.2
C -0.1 0.1 0.0
C 0.6 0.5 -0.8
C -0.5 -0.4 0.6
O 0.2 0.3 -0.4
C 0.4 0.1 0.1
C -1.0 -0.3 0.9
C 0.1 0.3 -0.5
O 0.0 -0.2 0.3
O 1.1 0.3 -0.8
O -1.7 -0.5 0.7
H 0.0 0.0 0.0
H 0.0 0.0 0.0
H 0.0 -0.1 0.1
H 0.2 0.2 -0.1
C -0.1 -0.2 0.1
C 0.6 0.2 -1.1
C -0.4 -0.1 0.7
O 0.1 -0.2 -0.6
C 0.3 0.5 -0.1
C -0.8 -0.4 1.2
C 0.2 -0.3 -0.8
O -0.1 0.3 0.4
O 0.8 0.3 -1.2
O -0.6 -0.2 1.1
H 0.0 0.0 0.0
H 0.0 0.0 0.0
H 0.0 0.1 0.1
H 0.0 -0.1 -0.1

***

The following is a quantum chemistry calculation of a cluster of 2 separate species, C4H12N4 in total in a non-equilibrium geometry, from OMol25.

Summary:
LUMO level = 0.8 eV
Energy = -378.601360 hartree
SMILES = N=C(N)N.C=CNC
Orbital gap = 8.58 eV

Geometry (Å):
N 2.2497 -0.8148 0.5465
C 1.6490 -1.3479 -0.4803
N 1.0571 -2.6344 -0.5005
N 1.4890 -0.6225 -1.6649
H 2.3746 -1.5574 1.2550
H 0.4982 -2.7997 0.3284
H 0.5709 -2.9133 -1.3267
H 0.7489 -0.8465 -2.2910
H 1.7592 0.3415 -1.6086
C -1.6808 -0.3970 1.6030
C -0.9862 0.6653 1.1215
N -1.5432 1.5672 0.2329
C -0.6709 2.5335 -0.4005
H -2.7377 -0.5228 1.3953
H -1.2401 -1.2301 2.1941
H 0.0460 0.9272 1.4727
H -2.3357 1.2340 -0.2915
H -1.2709 3.2952 -0.9022
H -0.0734 3.0215 0.3802
H 0.0962 2.1011 -1.0634

Forces on the atoms, in the same order (eV/Å):
N -0.6 -1.4 -1.2
C -0.4 0.8 0.5
N 0.6 0.6 0.7
N 0.8 -0.5 1.0
H -0.1 0.6 -0.4
H 0.2 0.0 -0.1
H -0.2 0.1 -0.4
H -0.4 -0.1 -0.1
H 0.1 0.1 0.0
C 0.9 -0.3 0.2
C -0.2 -0.7 0.7
N 0.5 0.2 0.3
C 0.3 0.1 0.4
H 0.1 0.0 -0.3
H -0.1 1.2 -0.3
H -1.0 -0.5 -0.6
H 0.1 0.0 0.0
H 0.2 -0.1 -0.1
H -0.3 0.1 -0.1
H -0.4 0.0 -0.2